(1)
{
  "formula": "C6H14BrN2O2",
  "method": "ωB97M-V with the def2-TZVPD basis set",
  "e_lumo_ev": 3.442,
  "homo_energy_ha": -0.1890,
  "total_charge": -1,
  "gap_ev": 8.58,
  "species": ["Br", "C", "C", "O", "N", "C", "H", "H", "H", "H", "H", "H", "H", "C", "C", "O", "N", "C", "H", "H", "H", "H", "H", "H", "H"],
  "xyz": [[23.985000, 10.094000, 4.943000], [27.165000, 9.573000, 2.837000], [26.623000, 8.298000, 2.370000], [27.112000, 7.739000, 1.393000], [25.467000, 7.895000, 2.867000], [24.549000, 6.780000, 2.363000], [26.403000, 10.332000, 2.853000], [28.075000, 9.922000, 2.558000], [27.455000, 9.547000, 3.929000], [24.940000, 8.341000, 3.781000], [23.650000, 6.872000, 2.810000], [25.066000, 5.804000, 2.415000], [24.288000, 6.875000, 1.373000], [19.968000, 11.321000, 3.811000], [20.536000, 10.945000, 2.455000], [19.885000, 11.017000, 1.453000], [21.832000, 10.560000, 2.462000], [22.598000, 10.611000, 1.224000], [20.517000, 11.106000, 4.752000], [18.940000, 11.072000, 3.914000], [19.910000, 12.495000, 3.822000], [22.406000, 10.566000, 3.272000], [23.480000, 10.321000, 1.250000], [22.536000, 11.694000, 0.994000], [22.065000, 10.114000, 0.303000]],
  "atomic_forces_ev_per_a": [[0.018, -0.029, 0.179], [-1.295, 0.323, 4.521], [-0.099, -0.432, -2.040], [0.647, -0.675, -0.486], [-4.718, -0.623, 3.567], [5.241, 0.392, 0.108], [-0.305, 0.424, -0.280], [2.468, 0.608, -2.429], [-0.952, -0.465, -0.443], [2.171, -0.416, -2.754], [-2.605, -0.029, 2.374], [-0.525, 0.324, 0.481], [0.006, 0.667, -2.711], [0.526, 3.020, 0.840], [1.568, -0.552, 2.246], [-1.347, 0.347, -1.780], [-0.076, -0.639, -1.336], [-9.927, 3.409, -2.469], [-0.007, -0.380, -0.933], [-0.825, -0.675, -0.084], [0.271, -1.914, -0.222], [0.293, -0.071, 1.292], [8.069, -2.838, 0.972], [0.635, -0.404, -0.600], [0.770, 0.627, 1.989]]
}


(2)
{
  "formula": "C6H14ClI2NO3PTc",
  "method": "ωB97M-V with the def2-TZVPD basis set",
  "e_lumo_ev": [-15.202, -14.817],
  "homo_energy_ha": [-0.7581, -0.7421],
  "total_charge": 3,
  "multiplicity": 4,
  "gap_ev": [5.43, 5.38],
  "species": ["I", "I", "Tc", "P", "C", "C", "H", "H", "H", "C", "H", "H", "H", "H", "H", "H", "C", "O", "Cl", "N", "C", "C", "O", "O", "H", "H", "H", "H", "H"],
  "xyz": [[2.706281, -1.702602, -0.976318], [-2.287948, -1.913129, -0.770705], [-0.162382, -0.511630, -0.202060], [-0.153022, 0.381623, -2.284820], [-1.793082, 0.854445, -2.956748], [0.717634, 1.997643, -2.507427], [1.558319, -0.985242, -3.267126], [0.731029, 0.014688, -4.511008], [-0.061386, -1.455282, -3.847876], [0.586415, -0.604984, -3.617208], [1.773622, 1.878205, -2.240236], [0.625398, 2.333031, -3.550918], [-1.668178, 1.339160, -3.936956], [-2.283214, 1.554774, -2.265880], [0.264358, 2.741649, -1.837945], [-2.424971, -0.037391, -3.057546], [-1.419449, 0.787766, 0.393546], [-2.181045, 1.603433, 0.724748], [1.363387, 1.180239, 0.554529], [0.690410, -0.496041, 4.980887], [0.535068, -1.612875, 3.993348], [-0.095818, -0.920085, 2.791996], [0.107903, -1.481888, 1.660437], [-0.692916, 0.145902, 3.017185], [1.568908, -0.001210, 4.773856], [0.743117, -0.810529, 5.953118], [-0.102236, 0.164265, 4.820809], [1.489753, -2.081540, 3.754427], [-0.135961, -2.362392, 4.411903]],
  "atomic_forces_ev_per_a": [[-0.735, 0.131, 0.485], [1.024, 0.262, -0.007], [2.728, -2.983, 4.010], [-0.133, 3.042, -4.483], [-0.386, -0.235, 0.451], [0.119, -0.052, 0.799], [-0.418, 0.241, -0.474], [-0.214, 0.039, 0.278], [0.088, 0.039, -0.099], [0.336, -0.993, 0.323], [-0.135, 0.053, -0.102], [-0.082, -0.292, 0.294], [0.095, -0.182, 0.337], [0.072, -0.080, -0.258], [0.129, -0.117, -0.197], [0.107, 0.232, -0.135], [-4.980, 5.129, 2.055], [3.508, -3.635, -1.515], [-0.978, -1.203, -0.786], [0.581, -0.092, 0.157], [-0.176, 0.220, 0.118], [-0.480, 1.375, 1.586], [-0.485, 0.577, -2.043], [0.590, -1.409, -1.363], [-0.314, 0.096, 0.275], [-0.127, -0.004, 0.026], [0.360, -0.261, 0.228], [-0.050, 0.130, 0.120], [-0.043, -0.028, -0.079]]
}


(3)
{
  "formula": "C6H14ClN2O2Zn",
  "method": "ωB97M-V with the def2-TZVPD basis set",
  "e_lumo_ev": -8.781,
  "homo_energy_ha": -0.4602,
  "total_charge": 1,
  "gap_ev": 3.74,
  "species": ["Zn", "Cl", "C", "C", "O", "N", "C", "H", "H", "H", "H", "H", "H", "H", "C", "C", "O", "N", "C", "H", "H", "H", "H", "H", "H", "H"],
  "xyz": [[-25.132071, -0.331782, 2.968176], [-24.121228, -1.819916, 3.101349], [-18.493435, -1.557189, 2.968283], [-19.715789, -0.649006, 3.157320], [-19.694441, 0.349479, 3.878607], [-20.793918, -1.105696, 2.509148], [-22.054976, -0.452103, 2.519278], [-17.689427, -1.121839, 2.374873], [-18.863835, -2.472672, 2.506982], [-18.142932, -1.802899, 3.970713], [-20.663916, -1.972047, 2.006508], [-22.141134, 0.583048, 2.849646], [-22.767932, -1.063681, 3.072243], [-22.393321, -0.439411, 1.483201], [-26.936867, -3.193374, 3.993097], [-26.584636, -4.056050, 2.837237], [-27.306596, -4.952448, 2.507008], [-25.364927, -3.840934, 2.276121], [-24.897987, -4.721741, 1.238757], [-27.631529, -3.679422, 4.678139], [-27.407406, -2.263558, 3.673519], [-26.039743, -2.996104, 4.579894], [-24.800528, -3.060614, 2.580528], [-24.287254, -5.447625, 1.775596], [-24.219636, -4.131970, 0.622217], [-25.691467, -5.129725, 0.612622]],
  "atomic_forces_ev_per_a": [[-5.176, 7.224, -0.591], [2.125, -5.657, 3.187], [-0.886, -0.015, 0.395], [2.320, 1.000, 1.464], [-0.539, -0.993, -1.062], [-0.052, 0.356, -0.169], [0.543, -0.012, -0.786], [-0.207, 0.123, 0.110], [0.515, -0.180, -0.114], [0.233, 0.059, -0.131], [-0.367, 0.337, -0.134], [0.948, 0.101, 0.456], [3.924, 2.533, -0.389], [-0.503, -0.088, -0.330], [0.205, 0.571, 1.102], [0.570, -0.310, 0.464], [-0.844, -0.906, -0.726], [-1.738, -0.821, -0.775], [1.137, 0.339, 0.254], [-0.098, -0.099, -0.368], [-0.103, 0.317, -0.082], [-0.057, 0.258, 0.112], [-1.902, -3.173, -1.267], [-0.177, -0.734, -0.719], [0.052, -0.133, -0.304], [0.077, -0.095, 0.405]]
}


These records have energy relative to the best compared isomer or geometry (same formula, charge and spin) values of 187.6 31.6 829.7 kJ/mol, in the order they appear.